No. 1
DFT (ωB97M-V with the def2-TZVPD basis set) results for a molecular structure, C44H65BeGeN5P3S.

Last column: Mulliken spin population.
Atoms and positions in Å:
Be1 -0.143 0.092 -0.050  0.142
C1 1.330 -0.986 3.909  0.001
C2 1.700 0.408 3.415  -0.003
C3 1.596 1.404 4.572  0.003
P1 0.792 0.983 1.868  0.026
C4 -0.655 1.844 2.663  -0.045
N1 -1.604 2.391 1.744  0.329
Ge1 -1.712 1.671 -0.092  -0.042
N2 -0.940 2.882 -1.474  0.114
C5 0.349 2.604 -2.032  -0.018
P2 0.650 0.784 -2.077  0.002
C6 2.492 0.594 -2.290  0.015
C7 3.250 1.657 -3.080  0.001
C8 2.769 -0.824 -2.788  0.001
C9 -0.173 0.382 -3.718  0.000
C10 0.561 0.880 -4.962  0.001
C11 -1.602 0.926 -3.749  0.003
C12 -1.365 4.174 -1.405  -0.004
C13 -0.729 5.270 -1.996  0.009
C14 -1.218 6.544 -1.795  -0.001
C15 -2.307 6.755 -0.963  0.018
C16 -2.967 5.675 -0.394  -0.011
C17 -2.532 4.390 -0.648  0.048
N3 -3.191 3.202 -0.155  -0.010
C18 -3.654 3.378 1.199  0.123
C19 -4.878 3.922 1.531  -0.068
C20 -5.192 4.144 2.864  0.142
C21 -4.278 3.816 3.856  -0.019
C22 -3.076 3.219 3.538  0.086
C23 -2.747 2.982 2.200  0.028
C24 -4.227 2.741 -1.045  0.043
C25 -5.103 3.594 -1.684  -0.012
C26 -6.104 3.081 -2.492  0.022
C27 -6.216 1.707 -2.666  -0.001
C28 -5.312 0.847 -2.075  0.010
C29 -4.296 1.347 -1.251  -0.009
N4 -3.330 0.608 -0.629  0.060
C30 -3.153 -0.779 -0.949  0.003
P3 -1.690 -1.526 -0.084  0.028
C31 -2.492 -2.057 1.509  0.000
C32 -3.425 -0.993 2.080  -0.016
C33 -1.433 -2.396 2.548  0.007
C34 -1.525 -3.131 -1.023  -0.003
C35 -0.693 -4.159 -0.262  0.001
C36 -0.889 -2.865 -2.382  0.005
C37 1.886 2.386 1.229  -0.013
C38 3.306 2.446 1.796  -0.001
C39 1.237 3.767 1.332  0.012
H1 2.060 -1.290 4.659  0.000
H2 1.364 -1.712 3.101  0.000
H3 0.356 -1.002 4.392  -0.001
H4 2.740 0.350 3.083  0.000
H5 0.635 1.324 5.077  0.000
H6 1.747 2.435 4.262  0.000
H7 2.365 1.160 5.302  0.000
H8 -0.258 2.644 3.297  0.002
H9 -1.116 1.085 3.318  -0.011
H10 1.149 3.105 -1.468  0.002
H11 0.405 2.953 -3.073  -0.001
H12 2.840 0.632 -1.248  -0.003
H13 2.989 1.647 -4.132  0.000
H14 4.318 1.445 -3.010  0.000
H15 3.086 2.660 -2.689  0.000
H16 2.348 -1.004 -3.775  0.000
H17 2.348 -1.546 -2.092  0.001
H18 3.842 -0.998 -2.841  0.001
H19 -0.204 -0.711 -3.762  0.001
H20 0.737 1.953 -4.940  0.000
H21 -0.075 0.672 -5.821  0.000
H22 1.504 0.365 -5.122  0.000
H23 -1.613 1.970 -4.056  0.000
H24 -2.105 0.864 -2.790  0.001
H25 -2.183 0.368 -4.479  0.000
H26 0.137 5.123 -2.623  -0.001
H27 -0.731 7.378 -2.278  0.000
H28 -2.648 7.756 -0.764  0.000
H29 -3.809 5.850 0.257  0.001
H30 -5.590 4.173 0.761  0.001
H31 -6.141 4.581 3.121  0.002
H32 -4.512 4.021 4.889  0.001
H33 -2.384 2.959 4.325  -0.007
H34 -4.997 4.660 -1.562  -0.001
H35 -6.793 3.750 -2.977  0.001
H36 -7.009 1.310 -3.281  0.000
H37 -5.411 -0.215 -2.239  -0.001
H38 -3.017 -0.935 -2.030  -0.006
H39 -4.030 -1.369 -0.642  -0.002
H40 -3.076 -2.953 1.253  -0.001
H41 -2.912 -0.040 2.189  0.004
H42 -3.760 -1.309 3.066  0.001
H43 -4.310 -0.832 1.472  0.000
H44 -0.924 -1.480 2.831  0.003
H45 -0.693 -3.099 2.182  -0.001
H46 -1.898 -2.828 3.431  0.000
H47 -2.545 -3.514 -1.165  0.000
H48 0.266 -3.736 0.030  0.000
H49 -0.499 -5.014 -0.906  0.000
H50 -1.209 -4.530 0.617  0.000
H51 0.085 -2.396 -2.246  0.000
H52 -1.516 -2.233 -3.004  0.000
H53 -0.739 -3.802 -2.913  0.000
H54 1.986 2.136 0.164  0.013
H55 3.316 2.782 2.828  0.000
H56 3.888 3.159 1.214  -0.001
H57 3.804 1.480 1.747  0.001
H58 1.197 4.115 2.361  0.001
H59 0.227 3.780 0.927  -0.014
H60 1.840 4.483 0.776  -0.001
S1 3.007 -1.055 0.630  0.006
C40 4.685 -0.968 0.499  0.004
N5 5.270 0.155 -0.006  0.000
C41 6.608 0.331 -0.079  0.000
C42 7.458 -0.649 0.334  0.000
C43 6.907 -1.843 0.844  0.000
C44 5.553 -1.997 0.924  0.000
H61 4.658 0.895 -0.335  0.000
H62 6.942 1.274 -0.482  0.000
H63 8.522 -0.514 0.273  0.000
H64 7.571 -2.627 1.171  0.000
H65 5.104 -2.896 1.317  0.000

Computed properties:
<S²>   0.77
Kohn-Sham gap (alpha / beta)   7.85 / 4.17 eV
Molar mass   870.65 g mol⁻¹
Total charge   +2
Spin multiplicity   2
HOMO energy (alpha / beta)   -12.17 / -12.07 eV

***

No. 2
DFT (ωB97M-V with the def2-TZVPD basis set) results for a molecular structure, C44H66BCl3F6N10O7PRuS5.

Last column: Mulliken spin population.
Atoms and positions in Å:
Ru1 1.176 -0.518 0.142  0.764
C1 -0.353 5.463 2.651  0.001
C2 -0.214 4.472 1.491  -0.002
C3 -0.300 5.193 0.143  0.000
C4 -1.356 3.470 1.592  -0.005
N1 1.152 3.865 1.583  -0.002
C5 2.253 4.703 1.562  0.006
C6 3.345 3.945 1.768  -0.004
N2 2.932 2.644 1.921  -0.017
B1 3.999 1.540 2.149  -0.007
N3 3.561 0.341 3.025  0.017
C7 3.683 0.441 4.394  0.000
C8 3.562 -0.791 4.915  0.000
N4 3.352 -1.674 3.867  0.009
C9 3.348 -0.954 2.705  0.006
S1 3.125 -1.524 1.096  0.010
C10 3.466 -3.155 4.111  -0.009
C11 2.602 -3.525 5.322  0.000
C12 4.942 -3.435 4.402  0.000
C13 3.010 -4.019 2.943  0.014
N5 4.639 1.188 0.788  -0.004
C14 5.998 1.001 0.694  0.005
C15 6.331 0.999 -0.609  -0.003
N6 5.171 1.176 -1.337  0.012
C16 4.131 1.262 -0.461  0.012
S2 2.461 1.416 -0.876  0.029
C17 5.170 1.546 -2.795  -0.001
C18 6.594 1.438 -3.336  -0.001
C19 4.287 0.605 -3.596  0.010
C20 4.700 2.996 -2.903  0.001
C21 1.601 2.598 1.791  0.016
S3 0.664 1.149 1.849  -0.013
H1 -1.341 5.924 2.613  0.000
H2 0.389 6.259 2.607  0.000
H3 -0.251 4.947 3.607  0.000
H4 -1.323 5.531 -0.025  0.000
H5 -0.017 4.523 -0.671  0.000
H6 0.350 6.067 0.101  0.000
H7 -2.283 4.046 1.548  0.001
H8 -1.338 2.921 2.531  0.000
H9 -1.359 2.751 0.777  0.002
H10 2.165 5.761 1.405  0.000
H11 4.385 4.213 1.810  0.000
H12 4.861 2.084 2.793  0.001
H13 3.864 1.384 4.877  0.001
H14 3.625 -1.112 5.936  0.000
H15 2.748 -2.874 6.181  0.000
H16 2.866 -4.536 5.632  0.000
H17 1.543 -3.524 5.065  0.000
H18 5.276 -2.944 5.317  0.000
H19 5.562 -3.088 3.573  0.000
H20 5.093 -4.508 4.514  0.000
H21 2.006 -3.774 2.604  -0.004
H22 3.008 -5.051 3.300  0.000
H23 3.671 -3.956 2.086  0.000
H24 6.613 0.900 1.571  0.001
H25 7.289 0.881 -1.072  0.000
H26 6.990 0.428 -3.227  0.000
H27 7.276 2.153 -2.872  0.000
H28 6.557 1.661 -4.402  0.000
H29 4.630 -0.425 -3.508  0.000
H30 4.329 0.902 -4.646  0.000
H31 3.256 0.654 -3.268  -0.004
H32 5.344 3.657 -2.319  0.000
H33 3.673 3.101 -2.554  0.000
H34 4.739 3.310 -3.947  0.000
C22 -6.536 3.329 -2.148  0.000
C23 -5.071 3.337 -2.592  0.000
C24 -4.411 4.581 -1.983  0.000
C25 -5.034 3.480 -4.121  0.000
C26 -4.368 1.984 -2.179  0.000
O1 -4.994 0.936 -2.907  0.000
C27 -4.375 1.722 -0.654  0.000
C28 -5.592 1.039 -0.006  0.000
C29 -5.635 -0.482 0.049  0.000
C30 -6.591 -1.070 0.881  0.000
C31 -6.676 -2.441 1.026  0.000
C32 -5.791 -3.254 0.328  0.000
Cl1 -5.884 -4.975 0.525  0.000
C33 -4.842 -2.706 -0.512  0.000
C34 -4.773 -1.321 -0.646  0.001
C35 -2.915 2.044 -2.704  -0.001
N7 -2.036 1.029 -2.161  0.000
C36 -0.966 1.209 -1.386  0.010
N8 -0.472 0.030 -1.059  -0.078
C37 -1.271 -0.858 -1.710  0.038
N9 -2.223 -0.282 -2.396  -0.001
H35 -7.048 4.189 -2.581  0.000
H36 -6.634 3.409 -1.064  0.000
H37 -7.054 2.431 -2.488  0.000
H38 -5.024 5.453 -2.221  0.000
H39 -3.418 4.779 -2.389  0.000
H40 -4.337 4.535 -0.895  0.000
H41 -5.698 4.289 -4.428  0.000
H42 -5.364 2.565 -4.610  0.000
H43 -4.036 3.730 -4.487  0.000
H44 -5.531 0.389 -2.325  0.000
H45 -4.246 2.690 -0.166  0.000
H46 -3.494 1.138 -0.375  0.000
H47 -6.525 1.406 -0.434  0.000
H48 -5.612 1.376 1.035  0.000
H49 -7.276 -0.437 1.435  0.000
H50 -7.415 -2.887 1.677  0.000
H51 -4.160 -3.350 -1.056  0.000
H52 -4.023 -0.919 -1.312  0.000
H53 -2.451 2.995 -2.446  0.000
H54 -2.922 1.939 -3.787  0.000
H55 -0.561 2.168 -1.105  -0.002
H56 -1.109 -1.927 -1.696  -0.020
Cl2 -0.016 -2.494 -4.123  0.000
C38 1.413 -1.469 -4.005  0.000
Cl3 0.940 0.262 -4.082  0.001
C39 2.266 -1.802 -2.745  -0.008
O2 3.266 -2.460 -2.974  0.013
O3 1.910 -1.318 -1.625  0.058
H57 2.018 -1.658 -4.882  0.000
F1 0.537 -5.985 1.302  0.000
C40 1.226 -5.960 0.150  0.002
F2 2.516 -5.763 0.453  0.000
F3 1.130 -7.142 -0.438  0.000
S4 0.690 -4.570 -0.961  0.003
O4 0.948 -3.399 -0.146  0.038
O5 1.461 -4.794 -2.140  0.001
N10 -0.865 -4.589 -1.179  0.001
S5 -1.903 -5.736 -1.490  0.000
O6 -3.192 -5.118 -1.593  0.000
O7 -1.741 -6.896 -0.669  0.000
C41 -1.552 -6.329 -3.211  0.000
F4 -2.571 -7.089 -3.623  0.000
F5 -1.423 -5.308 -4.058  0.000
F6 -0.441 -7.061 -3.249  0.000
C42 -1.316 -3.101 1.416  0.005
P1 -0.545 -1.473 1.621  0.086
C43 -0.050 -1.604 3.371  -0.001
C44 -2.070 -0.463 1.668  0.007
H58 -2.189 -3.129 2.072  0.002
H59 -0.621 -3.887 1.697  0.002
H60 -1.627 -3.277 0.390  0.007
H61 -0.870 -2.066 3.922  -0.001
H62 0.204 -0.645 3.819  -0.002
H63 0.822 -2.254 3.420  0.004
H64 -2.681 -0.802 2.506  -0.002
H65 -2.638 -0.636 0.753  -0.004
H66 -1.863 0.600 1.775  0.001

Computed properties:
<S²>   0.76
Kohn-Sham gap (alpha / beta)   7.45 / 7.01 eV
Molar mass   1370.61 g mol⁻¹
Total charge   0
Spin multiplicity   2
HOMO energy (alpha / beta)   -7.93 / -7.97 eV

***

What did we get for energy above the lowest of the compared OMol25 structures with the same formula, charge and spin? Answer: 118.0, 153.0 kJ/mol, in the order shown.